# 1
This record from the OMol25 dataset describes C5H13N2 as an isolated structure at a distorted geometry. The level of theory is ωB97M-V/def2-TZVPD.

Computed properties:
Relative energy (zero: lowest compared OMol25 entry of this formula, charge and spin) in kcal per mole: 230.31
2S+1: 1
HOMO level in eV: -13.0635
Net charge: +1

```
20
Properties=species:S:1:pos:R:3:forces:R:3:mulliken_charge:R:1
C 1.307 -0.764 2.676 -0.62 0.12 2.02 -1.152
C 0.246 0.178 2.245 -1.96 3.39 -2.28 -0.327
C 0.740 0.824 0.732 -2.45 -0.24 2.01 -0.511
C 0.036 0.084 -0.473 2.45 5.57 1.13 0.381
C -0.884 1.148 -0.412 3.82 -2.37 -1.16 -0.566
N -2.115 -0.288 -4.060 0.61 2.37 -1.01 -0.645
N 0.971 -0.877 -1.182 -3.32 1.93 5.87 -0.440
H 1.587 -0.879 3.746 -0.43 0.83 -0.57 0.323
H 0.753 -1.605 2.489 -0.17 -3.27 -0.62 0.346
H 2.194 -0.692 2.120 1.18 -0.04 -0.83 0.360
H 0.067 1.104 2.908 0.18 -1.62 -0.89 0.392
H -0.792 -0.203 1.802 2.06 0.27 2.12 0.362
H 0.020 1.764 1.055 1.32 -1.01 -1.28 0.198
H 1.881 0.897 0.711 -1.74 0.70 -0.82 0.508
H -0.984 2.143 -0.984 0.04 -1.81 0.94 0.366
H -1.556 0.549 -3.932 -0.21 0.62 -0.91 0.228
H -3.096 0.044 -4.028 0.90 -1.36 0.94 0.249
H -1.573 -0.838 -3.437 -1.29 -1.63 0.96 0.221
H 1.021 -1.503 -0.263 0.41 0.36 -2.97 0.379
H 0.178 -1.085 -1.712 -0.78 -2.82 -2.65 0.328
```
Positions in Å, forces in eV/Å.

# 2
This record from the OMol25 dataset describes a 3-piece molecular cluster, C5H13N2 overall at a distorted geometry. The level of theory is ωB97M-V/def2-TZVPD.

Computed properties:
Relative energy (zero: lowest compared OMol25 entry of this formula, charge and spin) in kcal per mole: 175.35
2S+1: 1
HOMO level (alpha / beta) in eV: -10.2561 / -10.2553
Net charge: +1

```
20
Properties=species:S:1:pos:R:3:forces:R:3:mulliken_charge:R:1
C -0.199 -1.215 1.633 0.55 0.47 -0.81 -0.133
C 0.480 1.772 -0.777 -1.77 -4.14 1.99 -0.502
C -0.937 -1.853 2.438 -0.63 0.67 -0.98 0.608
C 1.253 -1.518 1.285 -0.92 -2.08 -1.81 -0.899
C -1.704 -2.206 3.560 -0.55 0.19 -0.29 -0.997
N 0.910 2.428 -1.746 1.05 4.19 1.10 -0.104
N -0.039 1.856 -4.319 1.26 1.07 -2.44 -0.863
H -0.567 -0.361 1.009 -0.39 -0.30 0.16 0.293
H 0.292 2.151 0.232 0.73 1.29 -0.47 0.118
H 1.821 -0.716 0.786 -0.68 -0.30 0.36 0.291
H 1.155 -2.465 0.626 0.47 1.74 0.55 0.283
H 1.655 -1.904 2.170 1.35 -0.19 1.24 0.385
H -1.536 -3.195 3.899 1.22 -1.37 0.51 0.373
H -2.780 -2.439 3.468 0.03 0.92 -0.75 0.365
H -1.447 -1.469 4.273 -0.37 0.43 1.44 0.310
H 0.875 2.035 -2.686 0.03 0.32 -0.41 0.430
H 1.138 3.466 -1.529 -0.21 -1.78 -1.50 0.247
H -0.175 2.835 -4.722 -0.29 -1.61 0.88 0.274
H -0.843 1.296 -4.573 -0.49 0.25 0.25 0.248
H 0.648 1.501 -5.029 -0.40 0.20 0.97 0.273
```
Positions in Å, forces in eV/Å.

# 3
This record from the OMol25 dataset describes a 2-piece molecular cluster, C5H13N2 overall at a distorted geometry. The level of theory is ωB97M-V/def2-TZVPD.

Computed properties:
Relative energy (zero: lowest compared OMol25 entry of this formula, charge and spin) in kcal per mole: 67.23
2S+1: 1
HOMO level in eV: -12.6681
Net charge: +1

```
20
Properties=species:S:1:pos:R:3:forces:R:3:mulliken_charge:R:1
C 0.187 -1.887 2.780 1.09 1.04 0.03 -1.128
C 0.556 -2.054 1.286 -1.62 0.34 0.47 -0.281
C 0.698 -0.761 0.591 1.74 -0.07 -0.76 -0.255
N -0.034 0.936 -2.556 -0.45 -2.71 -1.35 -0.274
C 0.610 0.382 -1.542 -0.10 2.81 1.12 -0.163
C 0.043 -0.400 -0.548 -0.95 -1.17 0.64 -0.139
N -1.337 3.236 -1.140 -0.31 -0.21 -0.80 -0.528
H 1.092 -1.753 3.374 0.11 -0.68 0.07 0.327
H -0.431 -2.690 3.147 -0.07 -0.10 0.12 0.329
H 1.480 -2.621 1.179 0.17 0.11 -0.13 0.341
H -0.242 -2.588 0.774 0.02 -0.32 0.00 0.310
H 1.537 -0.140 0.905 0.09 -0.03 -0.04 0.304
H -0.519 3.824 -1.105 -0.29 -0.21 0.34 0.187
H -0.939 0.513 -2.778 -0.08 0.43 0.43 0.293
H 0.454 0.967 -3.447 0.48 1.11 0.21 0.308
H 1.554 0.879 -1.332 0.46 -0.69 -0.29 0.341
H -0.905 -0.906 -0.708 0.05 -0.06 -0.47 0.268
H -0.253 -0.910 2.959 -0.83 -0.11 -0.15 0.368
H -1.311 2.302 -0.782 0.27 0.28 0.38 0.192
H -2.239 3.669 -1.056 0.20 0.26 0.19 0.199
```
Positions in Å, forces in eV/Å.

# 4
This record from the OMol25 dataset describes an isolated ion of composition C5H13N2 and charge +1 at a distorted geometry. The level of theory is ωB97M-V/def2-TZVPD.

Computed properties:
Relative energy (zero: lowest compared OMol25 entry of this formula, charge and spin) in kcal per mole: 92.85
2S+1: 1
HOMO level in eV: -11.7471
Structure (SMILES): C[C@H](N)C/C=C/[NH3+]
Net charge: +1

```
20
Properties=species:S:1:pos:R:3:forces:R:3:mulliken_charge:R:1
C -1.852 1.681 -1.044 -0.35 -0.63 1.44 -1.414
C -1.297 0.321 -0.401 1.50 2.60 -1.05 0.625
N -2.089 -0.544 0.331 -3.29 -0.35 -2.18 -0.412
C -0.202 0.796 0.747 0.61 1.14 -2.16 -0.982
C 1.257 0.379 0.436 -1.32 -0.02 -0.02 -0.217
C 1.377 -0.865 0.015 0.25 -1.33 0.68 -0.402
N 2.761 -1.572 -0.044 0.91 1.10 -0.14 -0.357
H -1.869 2.453 -0.261 -0.16 -0.07 -0.34 0.343
H -2.858 1.634 -1.460 -0.10 -0.42 0.10 0.368
H -1.225 2.020 -1.856 0.46 -0.06 -0.06 0.360
H -0.996 -0.246 -1.315 1.22 0.54 0.60 0.198
H -1.724 -0.714 1.193 -0.45 -1.03 2.64 0.081
H -3.016 -0.819 -0.034 1.12 0.10 1.01 0.207
H -0.356 0.192 1.637 -0.47 0.59 0.35 0.344
H -0.321 1.952 0.942 0.40 -2.56 -0.24 0.339
H 2.039 1.051 0.717 0.64 0.23 -0.15 0.403
H 0.468 -1.505 0.005 1.15 0.06 -0.52 0.309
H 2.841 -2.565 -0.402 -0.58 1.51 0.03 0.386
H 3.204 -1.605 0.900 -0.59 0.03 -0.55 0.393
H 3.403 -0.915 -0.594 -0.95 -1.44 0.55 0.427
```
Positions in Å, forces in eV/Å.

# 5
This record from the OMol25 dataset describes an isolated ion of composition C5H13N2 and charge +1 at a distorted geometry. The level of theory is ωB97M-V/def2-TZVPD.

Computed properties:
Relative energy (zero: lowest compared OMol25 entry of this formula, charge and spin) in kcal per mole: 34.00
2S+1: 1
HOMO level in eV: -14.8374
Structure (SMILES): CCCCNC=[NH2+]
Net charge: +1

```
20
Properties=species:S:1:pos:R:3:forces:R:3:mulliken_charge:R:1
C -1.031 1.065 -2.629 0.52 -0.73 -0.03 -1.161
C -1.073 -0.344 -2.042 0.36 -0.46 0.70 -0.373
C -1.283 -0.431 -0.496 -1.92 -1.04 -0.07 -1.132
C -0.494 0.318 0.566 0.12 1.14 -0.96 -0.468
N 0.904 -0.221 0.474 -1.33 -0.92 0.00 -0.094
C 1.641 -0.519 1.503 -0.18 1.03 1.35 0.169
N 1.492 -0.007 2.717 1.04 -0.20 0.04 -0.313
H -1.992 1.555 -2.443 0.34 0.17 -0.18 0.303
H -0.184 1.649 -2.266 -0.19 0.16 0.23 0.320
H -0.836 0.934 -3.695 -0.39 0.32 -0.05 0.366
H -1.973 -0.825 -2.446 0.25 -0.05 0.10 0.354
H -0.265 -1.011 -2.345 0.37 0.37 -0.29 0.377
H -1.374 -1.473 -0.144 0.40 0.01 -0.46 0.387
H -2.340 -0.179 -0.543 -0.14 0.72 1.25 0.452
H -0.574 1.386 0.347 0.76 0.04 -0.12 0.338
H -0.854 0.260 1.596 -0.19 -0.68 -0.18 0.359
H 0.871 -0.981 -0.200 0.68 0.36 -0.45 0.273
H 2.458 -1.222 1.429 -0.01 -0.11 -0.38 0.351
H 0.899 0.741 3.043 -0.39 0.03 -0.60 0.229
H 2.251 -0.191 3.358 -0.13 -0.16 0.08 0.263
```
Positions in Å, forces in eV/Å.

# 6
This record from the OMol25 dataset describes a 2-piece molecular cluster, C5H13N2O overall at a distorted geometry. The level of theory is ωB97M-V/def2-TZVPD.

Computed properties:
Relative energy (zero: lowest compared OMol25 entry of this formula, charge and spin) in kcal per mole: 32.51
2S+1: 2
HOMO level (alpha / beta) in eV: -8.5163 / -8.5113
Net charge: 0

```
21
Properties=species:S:1:pos:R:3:forces:R:3:mulliken_charge:R:1
C 1.415 1.855 -1.456 -0.11 -0.10 -0.49 -0.712
N 0.385 1.008 -2.034 -0.03 -0.03 0.43 -0.223
C 0.425 -0.361 -1.955 0.28 0.14 -0.62 -0.058
N -0.159 -1.045 -2.857 -0.14 -0.26 -0.07 -0.783
H 1.056 2.880 -1.403 -0.06 0.05 0.05 0.285
H 1.633 1.507 -0.460 0.14 -0.02 0.26 0.227
H 2.338 1.854 -2.050 0.00 -0.01 0.07 0.287
H -0.054 1.319 -2.887 0.04 0.07 -0.04 0.273
H 0.981 -0.786 -1.116 -0.13 0.24 -0.29 0.513
H -0.053 -2.039 -2.685 -0.07 -0.02 0.11 0.237
C 0.471 -0.229 2.006 -1.15 -0.08 0.22 -0.375
O 1.107 -0.323 0.808 0.48 0.04 0.67 -0.301
C -0.804 -1.072 2.072 0.02 -0.38 -0.16 -0.464
C -1.922 -0.508 1.192 0.73 0.32 0.30 -1.006
H 0.223 0.808 2.273 0.27 0.26 -0.10 0.314
H 1.171 -0.556 2.794 0.28 -0.07 -0.18 0.295
H -1.128 -1.184 3.108 -0.02 0.14 0.03 0.345
H -0.549 -2.072 1.720 0.07 -0.13 0.01 0.290
H -2.763 -1.187 1.144 -0.20 -0.06 -0.07 0.325
H -1.531 -0.322 0.190 -0.17 -0.10 -0.09 0.218
H -2.243 0.453 1.595 -0.21 0.02 -0.04 0.312
```
Positions in Å, forces in eV/Å.